## P
# C2H6S2

2 unconnected molecules or ions with the total composition C2H6S2 (ωB97M-V with the def2-TZVPD basis set, the Open Molecules 2025 dataset).

Summary:
gap between HOMO and LUMO (alpha / beta) = 5.987 / 5.881 eV
E_LUMO (alpha / beta) = -3.24 / -3.25 eV
molar mass = 94.20 u

CARTESIAN COORDINATES (ANGSTROEM)
C (0.916, 0.510, 0.653)
C (0.740, -0.580, -0.377)
S (-2.520, 0.927, -0.117)
S (-0.582, -1.739, 0.144)
H (1.635, 1.163, 0.108)
H (0.020, 0.942, 0.876)
H (1.246, 0.274, 1.655)
H (1.497, -1.305, -0.639)
H (0.507, -0.356, -1.434)
H (-3.459, 0.163, -0.870)

Here are the Löwdin charges for atoms 1 to 5, given in e: number 1, C, carries -0.20; number 2, C, carries -0.68; number 3, S, carries 0.24; number 4, S, carries 0.63; number 5, H, carries 0.09



## Q
# C2H6S2

A single C2H6S2 molecule (ωB97M-V with the def2-TZVPD basis set, the Open Molecules 2025 dataset).

Summary:
SMILES string = CCSS
gap between HOMO and LUMO = 8.659 eV
E_LUMO = 0.30 eV
molar mass = 94.20 u

CARTESIAN COORDINATES (ANGSTROEM)
C (0.784, -1.107, -0.805)
C (-0.410, -0.279, -0.205)
S (0.298, 0.701, 1.164)
S (-1.346, 2.108, 1.385)
H (1.659, -0.588, -0.860)
H (0.860, -1.940, -0.085)
H (0.648, -1.599, -1.735)
H (-1.245, -0.900, -0.039)
H (-0.709, 0.488, -0.808)
H (-0.538, 3.117, 1.988)

Here are the Löwdin charges for atoms 1 to 5, given in e: number 1, C, carries -0.15; number 2, C, carries -0.60; number 3, S, carries 0.43; number 4, S, carries 0.26; number 5, H, carries 0.02



Most stable structure, least stable structure: Q, P.



## P
# C3H5F2N2

A gas-phase ion, C3H5F2N2 (charge +1) (ωB97M-V with the def2-TZVPD basis set, the Open Molecules 2025 dataset).

Summary:
gap between HOMO and LUMO (alpha / beta) = 7.722 / 7.720 eV
net charge = +1
E_LUMO (alpha / beta) = -4.72 / -4.72 eV
molar mass = 107.08 u

CARTESIAN COORDINATES (ANGSTROEM)
C (-0.871, -0.198, 0.711)
C (-0.035, -0.895, -1.342)
C (1.144, 1.045, 0.377)
N (-1.016, -0.592, -0.547)
N (0.254, 0.481, 1.090)
F (1.171, -1.156, -0.897)
F (2.015, 1.788, 0.941)
H (-1.760, -0.037, 1.492)
H (-0.167, -1.269, -2.397)
H (0.960, 1.266, -0.645)
H (-1.969, -0.805, -0.895)
H (0.274, 0.374, 2.114)

Here are the Löwdin charges for atoms 1 to 5, given in e: number 1, C, carries -0.15; number 2, C, carries -0.15; number 3, C, carries -0.15; number 4, N, carries 0.08; number 5, N, carries 0.12



## Q
# C3H5F2N2

A gas-phase ion, C3H5F2N2 (charge +1) (ωB97M-V with the def2-TZVPD basis set, the Open Molecules 2025 dataset).

Summary:
SMILES string = F[N+]1(F)C=NCC1
gap between HOMO and LUMO = 11.346 eV
net charge = +1
E_LUMO = -5.45 eV
molar mass = 107.08 u

CARTESIAN COORDINATES (ANGSTROEM)
F (-1.593, 0.161, -1.089)
N (-0.916, 0.055, 0.075)
F (-1.973, 0.372, 0.930)
C (-0.523, -1.310, 0.103)
N (0.703, -1.399, -0.131)
C (1.321, -0.029, -0.304)
C (0.241, 0.927, 0.203)
H (-1.163, -2.132, 0.395)
H (1.366, 0.293, -1.319)
H (2.232, -0.065, 0.279)
H (0.261, 1.248, 1.261)
H (0.045, 1.878, -0.401)

Here are the Löwdin charges for atoms 1 to 5, given in e: number 1, F, carries 0.17; number 2, N, carries -0.18; number 3, F, carries 0.15; number 4, C, carries -0.05; number 5, N, carries 0.19



Most stable structure, least stable structure: P, Q.



## P
# C10H20N4O4

A molecular structure, C10H20N4O4 (ωB97M-V with the def2-TZVPD basis set, the Open Molecules 2025 dataset).

Summary:
gap between HOMO and LUMO = 9.172 eV
E_LUMO = 0.19 eV
molar mass = 260.29 u

CARTESIAN COORDINATES (ANGSTROEM)
C (-0.815, 2.452, 1.456)
C (-0.564, 1.177, 0.654)
C (-2.150, 2.963, 1.059)
C (-2.177, 2.856, -0.423)
C (1.035, -0.084, -0.521)
C (-0.104, -0.447, -1.435)
C (1.468, -1.276, 0.314)
C (2.406, -2.322, -0.294)
C (2.904, -3.341, 0.612)
C (1.686, -4.498, 0.618)
H (-0.190, 4.215, 0.425)
H (0.314, 4.120, 1.921)
H (-0.725, 2.077, 2.589)
H (-3.059, 2.432, 1.478)
H (-2.347, 3.955, 1.250)
H (-3.004, 1.261, -1.757)
H (-2.810, 0.820, -0.062)
H (1.237, 1.890, 0.357)
H (1.988, 0.038, -1.120)
H (2.046, -1.009, 1.178)
H (0.611, -1.771, 0.863)
H (2.181, -2.769, -1.331)
H (3.351, -1.735, -0.490)
H (4.042, -3.713, 0.222)
H (3.145, -2.919, 1.758)
H (1.409, -4.751, -0.575)
H (0.610, -4.112, 1.092)
H (1.246, -6.578, 1.024)
H (3.542, -5.792, 1.343)
H (-0.691, 1.445, -1.718)
N (0.254, 3.505, 1.064)
N (-3.170, 1.847, -0.818)
N (0.740, 1.031, 0.317)
N (2.061, -5.616, 1.472)
O (-1.515, 0.349, 0.495)
O (-1.560, 3.536, -1.192)
O (-0.265, -1.572, -1.755)
O (-0.937, 0.520, -1.915)

Here are the Löwdin charges for atoms 1 to 5, given in e: number 1, C, carries -0.24; number 2, C, carries -0.39; number 3, C, carries -0.12; number 4, C, carries -0.57; number 5, C, carries -0.21



## Q
# C10H20N4O4

A single C10H20N4O4 molecule (ωB97M-V with the def2-TZVPD basis set, the Open Molecules 2025 dataset).

Summary:
SMILES string = NCCCC[C@H](N)C(=O)N[C@@H](CC(N)=O)C(=O)O
gap between HOMO and LUMO = 10.583 eV
E_LUMO = 0.69 eV
molar mass = 260.29 u

CARTESIAN COORDINATES (ANGSTROEM)
N (-1.483, 3.857, 0.326)
C (-2.564, 3.950, -0.656)
C (-3.295, 2.504, -0.942)
C (-2.341, 1.579, -1.629)
C (-1.239, 1.072, -0.747)
C (-0.263, 0.199, -1.634)
N (-0.993, -0.970, -2.228)
C (0.892, -0.202, -0.799)
O (1.727, 0.667, -0.507)
N (1.084, -1.442, -0.368)
C (1.879, -1.736, 0.905)
C (1.302, -3.015, 1.582)
C (1.780, -3.132, 3.018)
N (2.894, -3.901, 3.081)
O (1.107, -2.735, 3.978)
C (3.358, -1.880, 0.530)
O (3.878, -2.930, 0.459)
O (4.070, -0.794, 0.234)
H (-2.018, 3.513, 1.233)
H (-1.309, 4.855, 0.538)
H (-2.131, 4.328, -1.615)
H (-3.395, 4.693, -0.419)
H (-3.764, 2.128, 0.060)
H (-4.208, 2.797, -1.452)
H (-2.874, 0.849, -2.335)
H (-1.839, 2.264, -2.405)
H (-0.728, 1.870, -0.316)
H (-1.553, 0.247, -0.075)
H (0.196, 0.857, -2.393)
H (-1.853, -0.733, -2.727)
H (-0.367, -1.401, -2.958)
H (0.071, -1.895, -0.296)
H (1.796, -0.865, 1.559)
H (1.664, -3.894, 0.943)
H (0.225, -2.837, 1.695)
H (3.477, -3.857, 2.318)
H (3.502, -3.827, 3.937)
H (3.315, -0.182, 0.103)

Here are the Löwdin charges for atoms 1 to 5, given in e: number 1, N, carries -0.05; number 2, C, carries -0.30; number 3, C, carries -0.20; number 4, C, carries -0.25; number 5, C, carries -0.14



Most stable structure, least stable structure: Q, P.



## P
# C5H7NS

A single C5H7NS molecule (ωB97M-V with the def2-TZVPD basis set, the Open Molecules 2025 dataset).

Summary:
SMILES string = C#CC1(S)CNC1
gap between HOMO and LUMO = 10.094 eV
E_LUMO = 0.90 eV
molar mass = 113.18 u

CARTESIAN COORDINATES (ANGSTROEM)
C (-0.258, -0.067, -2.607)
C (-0.244, 0.119, -1.393)
C (-0.399, 0.167, 0.045)
S (-2.176, 0.631, 0.356)
C (0.245, -1.048, 0.803)
N (1.494, -0.332, 0.741)
C (0.709, 1.018, 0.819)
H (-0.297, -0.136, -3.717)
H (-2.684, 0.029, -0.726)
H (0.174, -1.998, 0.204)
H (-0.309, -1.075, 1.736)
H (2.281, -0.391, 1.548)
H (1.117, 1.917, 0.257)
H (0.346, 1.165, 1.934)

Here are the Löwdin charges for atoms 1 to 5, given in e: number 1, C, carries 0.12; number 2, C, carries -0.20; number 3, C, carries -0.76; number 4, S, carries 0.75; number 5, C, carries -0.24



## Q
# C5H7NS

A single C5H7NS molecule (ωB97M-V with the def2-TZVPD basis set, the Open Molecules 2025 dataset).

Summary:
gap between HOMO and LUMO (alpha / beta) = 8.224 / 8.226 eV
E_LUMO (alpha / beta) = 0.02 / 0.02 eV
molar mass = 113.18 u

CARTESIAN COORDINATES (ANGSTROEM)
C (1.984, -0.904, 0.286)
C (0.587, 1.150, 0.193)
C (-0.660, 0.693, -0.573)
C (0.929, -0.255, 0.800)
C (-0.768, -0.749, -0.418)
N (2.836, -1.468, -0.224)
S (-2.115, -1.631, 0.149)
H (1.509, 1.465, -0.358)
H (0.428, 1.960, 0.870)
H (-1.680, 1.271, -0.308)
H (-0.658, 0.959, -1.692)
H (0.741, -0.375, 1.861)
H (-0.168, -1.442, -1.210)
H (-2.963, -0.674, 0.625)

Here are the Löwdin charges for atoms 1 to 5, given in e: number 1, C, carries -0.34; number 2, C, carries -0.16; number 3, C, carries -0.31; number 4, C, carries -0.16; number 5, C, carries -0.61



Most stable structure, least stable structure: Q, P.



## P
# FH3OSi

2 unconnected molecules or ions with the total composition FH3OSi (ωB97M-V with the def2-TZVPD basis set, the Open Molecules 2025 dataset).

Summary:
gap between HOMO and LUMO = 8.460 eV
E_LUMO = -0.81 eV
molar mass = 66.11 u

CARTESIAN COORDINATES (ANGSTROEM)
O (2.058, 0.135, 1.149)
F (-1.699, 0.659, -0.274)
Si (-1.646, -0.574, -1.364)
H (2.007, -0.115, 0.277)
H (2.330, 1.081, 1.139)
H (-3.049, -1.186, -0.927)

Here are the Löwdin charges for atoms 1 to 5, given in e: number 1, O, carries -0.04; number 2, F, carries -0.44; number 3, Si, carries 0.63; number 4, H, carries -0.03; number 5, H, carries 0.06



## Q
# FH3OSi

A molecular structure, FH3OSi (ωB97M-V with the def2-TZVPD basis set, the Open Molecules 2025 dataset).

Summary:
gap between HOMO and LUMO = 8.250 eV
E_LUMO = -0.55 eV
molar mass = 66.11 u

CARTESIAN COORDINATES (ANGSTROEM)
O (1.522, -0.262, -0.114)
F (-2.612, 0.054, 0.551)
Si (-1.381, 1.073, 0.608)
H (1.117, -0.808, 0.565)
H (2.328, -0.895, -0.821)
H (-0.974, 0.838, -0.788)

Here are the Löwdin charges for atoms 1 to 5, given in e: number 1, O, carries -0.25; number 2, F, carries -0.40; number 3, Si, carries 0.63; number 4, H, carries -0.02; number 5, H, carries 0.23



Most stable structure, least stable structure: P, Q.



## P
# C2H3BrFNO2

A molecular structure, C2H3BrFNO2 (ωB97M-V with the def2-TZVPD basis set, the Open Molecules 2025 dataset).

Summary:
gap between HOMO and LUMO (alpha / beta) = 8.319 / 7.963 eV
E_LUMO (alpha / beta) = -1.26 / -1.44 eV
molar mass = 171.95 u

CARTESIAN COORDINATES (ANGSTROEM)
C (-1.133, 0.234, -0.349)
C (1.259, -0.543, -0.529)
N (-0.906, 0.258, 1.039)
O (-1.292, -0.609, 1.783)
O (-0.162, 1.179, 1.347)
F (1.638, -0.192, -1.776)
Br (2.139, 0.566, 0.643)
H (-0.902, 1.113, -1.034)
H (-1.828, -0.517, -0.902)
H (1.187, -1.490, -0.222)

Here are the Löwdin charges for atoms 1 to 5, given in e: number 1, C, carries 0.07; number 2, C, carries -0.53; number 3, N, carries -0.56; number 4, O, carries 0.04; number 5, O, carries -0.18



## Q
# C2H3BrFNO2

2 unconnected molecules or ions with the total composition C2H3BrFNO2 (ωB97M-V with the def2-TZVPD basis set, the Open Molecules 2025 dataset).

Summary:
gap between HOMO and LUMO (alpha / beta) = 8.487 / 8.490 eV
E_LUMO (alpha / beta) = -1.16 / -1.15 eV
molar mass = 171.95 u

CARTESIAN COORDINATES (ANGSTROEM)
C (-0.914, -0.137, -0.189)
C (1.161, -0.956, 0.246)
N (-0.885, 1.269, -0.085)
O (-1.567, 1.865, 0.807)
O (-0.083, 1.923, -0.812)
F (1.164, -2.007, -0.527)
Br (2.258, 0.469, -0.207)
H (-0.602, -0.553, -1.184)
H (-1.515, -0.656, 0.550)
H (0.983, -1.219, 1.401)

Here are the Löwdin charges for atoms 1 to 5, given in e: number 1, C, carries 0.02; number 2, C, carries -0.68; number 3, N, carries -0.44; number 4, O, carries 0.00; number 5, O, carries -0.09



Most stable structure, least stable structure: Q, P.